No. 1
17
Properties=species:S:1:pos:R:3:nbo_charge:R:1 method="wB97M-V/def2-TZVPD" relative_energy_kj_mol=494.8 multiplicity=1 lumo_ev=0.5 homo_ev=-6.03 fmax_ev_per_a=3.2
C 1.79 0.64 1.67 -0.6909
C -2.23 -0.68 -1.29 -0.7378
C 0.72 -0.39 1.59 -0.3818
C -1.05 0.23 -1.25 0.8276
O 0.96 -1.16 0.35 -0.6451
O 0.09 -0.16 -1.55 -0.6729
O -1.23 1.53 -1.07 -0.6560
H 1.71 1.32 0.78 0.1200
H 1.70 1.24 2.56 0.2332
H 2.78 0.35 1.82 0.2001
H -2.60 -1.13 -0.38 0.2691
H -1.84 -1.59 -1.92 0.2522
H -3.10 -0.24 -1.76 0.2475
H -0.26 0.02 1.37 0.1096
H 1.90 -1.45 0.39 0.5109
H 0.96 -0.53 -0.50 0.4959
H -0.32 1.98 -0.81 0.5183



No. 2
22
Properties=species:S:1:pos:R:3:nbo_charge:R:1 method="wB97M-V/def2-TZVPD" total_charge=+1 relative_energy_kj_mol=200.1 multiplicity=1 smiles="CC1=C(C)[C@@](C)([NH3+])C1" lumo_ev=-3.4 homo_ev=-11.87 fmax_ev_per_a=8.7
C -1.42 0.36 -0.14 0.1991
C -0.18 -0.81 -0.07 -0.0350
C -0.34 1.40 -0.11 -0.4803
C 0.76 0.33 0.04 0.1108
C -2.86 0.38 0.00 -0.7116
C -0.10 -2.27 -0.05 -0.6937
C 1.62 0.42 1.28 -0.6460
N 1.75 0.38 -1.18 -0.7068
H -0.27 2.00 -1.02 0.2131
H -0.41 2.09 0.74 0.2329
H -3.13 0.74 1.00 0.2590
H -3.30 -0.60 -0.15 0.2527
H -3.29 1.09 -0.72 0.2525
H 0.79 -2.59 0.49 0.2317
H -0.07 -2.70 -1.05 0.2397
H -0.98 -2.69 0.45 0.2577
H 0.99 0.40 2.16 0.2591
H 2.20 1.34 1.30 0.2243
H 2.30 -0.43 1.35 0.2218
H 2.46 -0.35 -1.07 0.4365
H 2.23 1.29 -1.22 0.4376
H 1.23 0.21 -2.04 0.4449



No. 3
16
Properties=species:S:1:pos:R:3:nbo_charge:R:1 method="wB97M-V/def2-TZVPD" relative_energy_kj_mol=238.2 multiplicity=1 lumo_ev=0.6 homo_ev=-8.05 fmax_ev_per_a=4.9
C -0.88 0.66 0.93 -0.6661
C -0.41 -0.49 0.06 0.4130
N -1.46 -1.02 -0.73 -0.8345
O 0.28 -1.50 0.63 -0.7239
H -1.93 -0.34 -1.31 0.3803
H -1.20 -1.85 -1.24 0.3822
H -1.52 1.33 0.37 0.2245
H -1.41 0.27 1.80 0.2251
H -0.05 1.26 1.29 0.2108
C 0.80 0.22 -1.12 0.0590
N 2.48 0.33 0.64 0.0436
N 2.34 -0.38 1.51 -0.0369
N 0.73 1.35 -1.65 -0.6530
H 0.67 -1.32 1.59 0.5022
H 0.41 2.09 -1.01 0.3262
H 1.13 -0.62 -1.75 0.1477